1.
The following is a quantum chemistry calculation of a 7-piece molecular cluster, H14O7 overall, from the OMol25 dataset.

Last columns: bonded neighbours and bond lengths (Å).
CARTESIAN COORDINATES (ANGSTROEM)
1 O 1.9034 0.5840 -1.5134  H7 0.983, H11 0.981
2 H 4.6306 -0.5717 0.6479  O19 1.104
3 H -3.3286 0.2055 -0.7649  O5 1.032
4 H 2.0154 -2.2959 1.3211  O16 1.025
5 O -3.6772 0.8965 -0.0830  H3 1.032, H20 1.016
6 H 0.5406 -0.0117 -0.7959  O12 0.987
7 H 2.7398 0.4440 -1.0158  O1 0.983
8 O -2.3582 -1.1374 -1.3807  H13 0.978, H17 1.001
9 H 3.0238 -0.3019 0.9801  O19 0.970
10 H -1.4497 1.5029 1.9248  O18 0.941
11 H 1.9548 1.5498 -1.6769  O1 0.981
12 O -0.0791 -0.4308 -0.1525  H6 0.987, H14 0.992
13 H -2.4723 -1.9565 -0.8582  O8 0.978
14 H -0.4425 0.3208 0.3841  O12 0.992
15 H 0.9236 -1.2677 0.8874  O16 1.044
16 O 1.6458 -1.3914 1.6312  H4 1.025, H15 1.044
17 H -1.4992 -0.8135 -0.9815  O8 1.001
18 O -1.4368 1.5842 0.9871  H10 0.941, H21 0.984
19 O 3.7503 0.0644 0.4523  H2 1.104, H9 0.970
20 H -4.0463 1.6548 -0.6494  O5 1.016
21 H -2.3382 1.3715 0.6560  O18 0.984

SMILES   O.O.O.O.O.O.O
Energy   -535.0854 Ha
ΔE to the lowest compared entry with this formula, charge and spin   1.045 eV
Spin multiplicity   1
LUMO level   0.58 eV
E_HOMO   -11.133 eV
Gap between HOMO and LUMO   11.7 eV
Max |F|   4.79 eV/Å

natural (NBO) population analysis, charges in e, atoms 1 to 4: O -0.973; H 0.486; H 0.521; H 0.464

=====

2.
The following is a quantum chemistry calculation of a 2-piece molecular cluster, C4H8O3 overall, from the OMol25 dataset.

Last columns: bonded neighbours and bond lengths (Å).
CARTESIAN COORDINATES (ANGSTROEM)
1 H -0.2247 -1.9557 -2.3125  C4 1.093
2 C -0.7944 1.6205 2.1931  H5 1.099, O12 1.291, O13 1.198
3 H 0.9071 1.0047 -1.5844  C15 1.076
4 C 0.4869 -1.7532 -1.5083  H1 1.093, H7 1.089, H8 1.092, C11 1.481
5 H -1.1628 2.1648 3.0738  C2 1.099
6 O 0.9037 -0.1816 0.3005  C11 1.417, C15 1.656
7 H 0.6708 -2.6624 -0.9380  C4 1.089
8 H 1.4334 -1.4179 -1.9380  C4 1.092
9 H 0.3773 0.2545 1.5587  O12 1.089
10 H -0.6498 1.3939 -0.7520  C15 1.084
11 C -0.0515 -0.7137 -0.6009  C4 1.481, O6 1.417, H14 1.089, C15 1.432
12 O -0.0310 0.6245 2.4984  C2 1.291, H9 1.089
13 O -1.0038 1.8981 1.0470  C2 1.198
14 H -1.0082 -0.9499 -0.1380  C11 1.089
15 C 0.1469 0.6732 -0.8995  H3 1.076, O6 1.656, H10 1.084, C11 1.432

SMILES   C[C@@H]1CO1.O=CO
Energy   -382.8666 Ha
ΔE to the lowest compared entry with this formula, charge and spin   2.673 eV
Spin multiplicity   1
LUMO level   0.91 eV
E_HOMO   -10.116 eV
Gap between HOMO and LUMO   11.0 eV
Max |F|   2.57 eV/Å

natural (NBO) population analysis, charges in e, atoms 1 to 4: H 0.219; C 0.662; H 0.194; C -0.625

=====

3.
The following is a quantum chemistry calculation of a 14-piece molecular cluster, H28O14 overall, from the OMol25 dataset.

Last columns: bonded neighbours and bond lengths (Å).
CARTESIAN COORDINATES (ANGSTROEM)
1 H 1.7364 -0.7428 1.2218  O5 0.960
2 O -0.1846 -4.3556 -2.4160  H8 0.956, H12 0.981
3 H -1.9605 -2.7990 2.7272  O22 0.994
4 O -2.1936 -0.0815 2.3729  H10 0.956, H15 0.950
5 O 0.9924 -0.3842 0.7325  H1 0.960, H36 0.977
6 H 2.5764 2.1154 -0.2566  O26 0.961
7 H -4.3434 2.6505 0.9662  O34 0.961
8 H -0.4817 -4.0170 -3.2598  O2 0.956
9 H 2.6466 1.3189 3.2245  O17 0.961
10 H -2.2905 -0.4345 3.2564  O4 0.956
11 H 4.8839 1.3610 0.5950  O24 0.953
12 H 0.4539 -3.6822 -2.0977  O2 0.981
13 H 0.4307 2.1851 -0.6498  O30 0.954
14 H -3.9052 1.1021 1.1600  O34 0.954
15 H -1.8633 0.7530 2.0626  O4 0.950
16 H -0.7494 2.7279 0.2443  O30 0.966
17 O 2.4165 1.5697 2.3257  H9 0.961, H33 0.938
18 H 3.4064 0.5518 -2.0844  O37 0.972
19 O -2.4586 0.2100 -1.5940  H40 0.936, H41 0.949
20 H 3.5906 2.8879 -1.0155  O26 0.971
21 O 0.6103 0.5259 -3.3497  H28 0.954, H32 0.949
22 O -2.0242 -3.6539 3.2299  H3 0.994, H31 0.987
23 H -0.7869 -2.2974 -1.2346  O38 0.961
24 O 4.4451 0.5274 0.7406  H11 0.953, H42 0.953
25 O -4.3447 -1.0240 0.5878  H27 0.963, H35 1.057
26 O 3.3415 2.6756 -0.1013  H6 0.961, H20 0.971
27 H -3.5756 -0.7139 1.0765  O25 0.963
28 H -0.0059 0.2432 -2.6780  O21 0.954
29 H -1.0078 -1.5999 0.1215  O38 0.977
30 O 0.1761 2.4526 0.2301  H13 0.954, H16 0.966
31 H -2.5492 -4.1172 2.5348  O22 0.987
32 H 0.7320 -0.0044 -4.1276  O21 0.949
33 H 2.9396 2.1169 1.7725  O17 0.938
34 O -3.6336 2.0047 1.0140  H7 0.961, H14 0.954
35 H -3.7126 -1.6580 0.0255  O25 1.057
36 H 0.8067 0.4879 1.1317  O5 0.977
37 O 4.0550 1.2552 -2.2532  H18 0.972, H39 0.958
38 O -1.4673 -2.0912 -0.5876  H23 0.961, H29 0.977
39 H 3.7494 1.5195 -3.1220  O37 0.958
40 H -1.6470 -0.2471 -1.5070  O19 0.936
41 H -3.0409 0.4362 -0.8793  O19 0.949
42 H 4.2371 0.2257 -0.1397  O24 0.953

Energy   -1070.0652 Ha
ΔE to the lowest compared entry with this formula, charge and spin   3.695 eV
Spin multiplicity   1
LUMO level   -0.40 eV
E_HOMO   -10.483 eV
Gap between HOMO and LUMO   10.1 eV
Max |F|   4.01 eV/Å

natural (NBO) population analysis, charges in e, atoms 1 to 4: H 0.489; O -0.922; H 0.461; O -1.032